DFT (ωB97M-V/def2-TZVPD) results for 6 unconnected molecules or ions with the total composition C43H84NO2P in a non-equilibrium geometry.

## Properties
HOMO	-7.5	eV
2S+1	1
E_LUMO	-0.80	eV
DFT total energy	-60825.29943	eV
gap between HOMO and LUMO	6.747	eV

Each line ends with the Mulliken charge.
Cartesian coordinates (Å):
C  2.1273  0.5699  -3.5172  -0.521
C  2.7296  0.5542  -4.7791  -1.015
C  2.3452  -0.3359  -5.8978  1.345
C  3.2343  -1.2748  -6.4145  -0.545
C  2.8784  -2.0728  -7.4667  -0.510
C  1.6351  -1.9605  -8.0567  -0.626
C  0.7650  -1.0527  -7.5321  -0.107
C  1.0937  -0.2433  -6.4559  0.595
C  -0.0901  0.6545  -6.0901  0.126
O  -0.2086  1.4328  -5.1717  -0.577
N  -1.0178  0.4038  -7.1152  0.158
P  -2.7351  0.2041  -6.6832  -0.154
C  -3.3836  1.8150  -6.0221  -0.889
C  -2.8900  -0.9494  -5.2244  -0.492
C  -4.2254  -1.7245  -5.4240  -1.081
C  -0.6435  -0.6994  -7.9591  0.022
O  -1.3377  -1.1636  -8.8234  -0.544
H  2.4268  -0.1821  -2.7807  0.083
H  1.3841  1.3210  -3.2415  0.322
H  3.5816  1.2219  -4.9661  0.374
H  4.2237  -1.4029  -5.9916  0.470
H  3.5637  -2.8132  -7.8659  0.389
H  1.3125  -2.5480  -8.9091  0.512
H  -2.7874  2.1422  -5.1685  0.312
H  -4.4354  1.6524  -5.7721  0.197
H  -3.3622  2.5160  -6.8593  0.365
H  -2.0796  -1.6786  -5.1663  0.423
H  -3.0119  -0.3827  -4.2955  0.404
H  -4.0547  -2.7606  -5.7252  0.427
H  -4.8187  -1.7481  -4.5040  0.275
H  -4.8648  -1.2642  -6.1858  0.234
C  -7.0500  0.7190  -3.5962  -0.645
C  -8.0325  -0.4368  -3.7506  -0.395
C  -8.3360  -0.7853  -5.2067  -0.432
C  -9.0005  0.3256  -6.0209  -0.711
C  -10.3222  0.8423  -5.4550  -0.104
C  -11.4128  -0.2223  -5.3889  -1.248
H  -7.4512  1.6475  -4.0068  0.292
H  -6.8340  0.8914  -2.5400  0.345
H  -6.1066  0.4971  -4.1016  -0.123
H  -8.9566  -0.2075  -3.2122  0.191
H  -7.6080  -1.3209  -3.2664  0.390
H  -8.9665  -1.6790  -5.2285  0.382
H  -7.4022  -1.0653  -5.7050  0.041
H  -9.1704  -0.0460  -7.0364  0.406
H  -8.3083  1.1668  -6.1225  0.286
H  -10.6723  1.6602  -6.0906  0.386
H  -10.1693  1.2723  -4.4606  -0.041
H  -11.6055  -0.6439  -6.3777  0.292
H  -12.3451  0.2102  -5.0221  0.398
H  -11.1419  -1.0374  -4.7159  0.284
C  2.9288  -2.2163  -0.6057  -1.320
C  2.1050  -1.3253  0.3188  -0.435
C  2.9569  -0.4517  1.2381  -0.797
C  3.8495  -1.2169  2.2162  -0.284
C  3.1184  -2.1785  3.1504  -0.415
C  2.1298  -1.4850  4.0801  -1.236
H  3.5273  -2.9365  -0.0456  0.408
H  2.2723  -2.7803  -1.2706  0.375
H  3.6021  -1.6182  -1.2247  0.259
H  1.4188  -1.9417  0.9060  0.299
H  1.4790  -0.6708  -0.2946  0.394
H  2.2975  0.2201  1.7954  0.339
H  3.5923  0.1949  0.6242  0.378
H  4.4019  -0.4890  2.8205  0.097
H  4.6052  -1.7772  1.6574  0.357
H  3.8624  -2.6966  3.7630  0.287
H  2.6025  -2.9528  2.5755  0.368
H  2.6392  -0.7314  4.6853  0.147
H  1.6747  -2.2106  4.7565  0.391
H  1.3233  -0.9976  3.5299  0.406
C  6.4630  2.6978  8.9578  -1.217
C  6.7643  1.2274  8.6851  -0.492
C  6.6609  0.8496  7.2084  -0.373
C  5.2746  1.0287  6.5875  -0.430
C  4.1502  0.2552  7.2744  -0.552
C  4.3461  -1.2562  7.2333  -0.984
H  5.4354  2.9548  8.6956  0.285
H  6.5972  2.9232  10.0170  0.385
H  7.1344  3.3450  8.3895  0.291
H  6.1008  0.5995  9.2864  0.233
H  7.7808  1.0112  9.0251  0.397
H  6.9827  -0.1895  7.0877  0.053
H  7.3751  1.4519  6.6376  0.416
H  5.3255  0.7213  5.5371  0.106
H  5.0148  2.0912  6.5758  0.363
H  3.2087  0.4994  6.7740  0.382
H  4.0376  0.5825  8.3118  0.388
H  4.4292  -1.6087  6.2021  0.027
H  3.4952  -1.7615  7.6935  0.362
H  5.2431  -1.5625  7.7742  0.376
C  11.7426  -2.3671  5.7678  -1.221
C  10.5002  -3.2298  5.9664  -0.123
C  10.1023  -4.0191  4.7202  -0.715
C  9.7296  -3.1686  3.5049  -0.844
C  8.5880  -2.1798  3.7324  -0.301
C  7.2657  -2.8502  4.0907  -0.743
H  11.5822  -1.5959  5.0126  0.285
H  12.0088  -1.8640  6.6988  0.385
H  12.5951  -2.9765  5.4603  0.302
H  9.6688  -2.6034  6.3023  0.047
H  10.6945  -3.9393  6.7754  0.358
H  9.2671  -4.6787  4.9735  0.300
H  10.9295  -4.6789  4.4392  0.407
H  9.4587  -3.8402  2.6837  0.350
H  10.6099  -2.6172  3.1619  0.345
H  8.4469  -1.5999  2.8160  0.375
H  8.8562  -1.4598  4.5110  0.126
H  6.9599  -3.5508  3.3102  0.348
H  6.4786  -2.1001  4.1959  0.001
H  7.3313  -3.3940  5.0348  0.307
C  -7.4033  6.1333  1.1370  -1.220
C  -7.1191  4.6491  0.9280  -0.522
C  -7.3527  4.1817  -0.5076  -0.339
C  -8.7903  4.3220  -1.0106  -0.628
C  -9.8436  3.5917  -0.1790  -0.453
C  -9.6453  2.0801  -0.1447  -0.843
H  -8.4518  6.3733  0.9533  0.284
H  -7.1755  6.4230  2.1641  0.386
H  -6.7896  6.7448  0.4721  0.291
H  -7.7220  4.0588  1.6238  0.246
H  -6.0748  4.4545  1.1874  0.394
H  -7.0370  3.1376  -0.5935  0.098
H  -6.6964  4.7482  -1.1760  0.395
H  -8.8325  3.9515  -2.0403  0.296
H  -9.0561  5.3818  -1.0631  0.340
H  -10.8276  3.8048  -0.6058  0.366
H  -9.8632  3.9822  0.8423  0.253
H  -9.6546  1.6657  -1.1560  -0.013
H  -10.4480  1.6038  0.4205  0.403
H  -8.7011  1.8076  0.3299  0.272